# 1
C30H30N6 | ωB97M-V with the def2-TZVPD basis set

Each line ends with the Löwdin charge.
Cartesian coordinates (Å):
C -6.8736 -0.1599 0.8906  -0.071
N -5.9478 0.9302 1.1203  -0.201
C -6.5290 2.2308 1.3890  -0.066
C -4.6050 0.7490 0.9839  -0.232
C -3.6981 1.8419 1.0791  -0.020
C -2.3589 1.6712 0.7579  -0.020
C -1.8394 0.3897 0.4774  -0.183
C -0.4114 0.1820 0.2272  -0.132
C 0.3904 1.2187 -0.1572  -0.038
C 1.8679 1.1828 -0.0873  -0.218
C 2.5687 2.4746 0.3274  -0.157
C 3.9387 2.4069 0.5630  -0.046
C 4.6746 3.5753 0.7626  -0.073
C 4.0163 4.8128 0.7984  -0.090
C 2.6344 4.8751 0.6059  -0.074
C 1.9030 3.6989 0.3811  -0.019
N 2.3638 0.8535 -1.4097  0.020
C 3.5732 0.2957 -1.7698  -0.096
N 3.7075 0.2393 -3.0954  0.105
C 2.5924 0.8302 -3.6420  -0.212
C 2.1476 1.0868 -4.9396  -0.057
N 0.9670 1.6974 -5.0804  0.053
C 0.2287 2.0687 -4.0345  -0.170
N 0.5865 1.8658 -2.7326  0.150
C 1.7415 1.2632 -2.5785  -0.230
C 0.1770 -1.1770 0.4177  -0.209
C 0.9567 -1.7696 -0.5863  -0.031
C 1.5865 -2.9851 -0.3891  -0.014
C 1.3628 -3.7093 0.8128  -0.231
N 1.9164 -4.9409 0.9883  -0.204
C 1.6927 -5.6991 2.2005  -0.069
C 2.6642 -5.5908 -0.0681  -0.068
C 0.5375 -3.1308 1.8153  -0.018
C -0.0325 -1.8847 1.6157  -0.033
C -2.7299 -0.7083 0.4653  -0.027
C -4.0790 -0.5442 0.7173  -0.022
H -6.7054 -0.9925 1.5876  0.088
H -7.8861 0.2264 1.0289  0.079
H -6.7840 -0.5532 -0.1327  0.095
H -6.0483 3.0118 0.7875  0.082
H -7.5911 2.1813 1.1309  0.079
H -6.4446 2.5100 2.4506  0.095
H -4.0563 2.8222 1.3953  0.094
H -1.6857 2.5327 0.7712  0.109
H -0.0661 2.1046 -0.5984  0.086
H 2.1809 0.3830 0.5953  0.158
H 4.4227 1.4243 0.5833  0.105
H 5.7554 3.5028 0.8749  0.103
H 4.5882 5.7241 0.9684  0.100
H 2.1105 5.8320 0.6154  0.104
H 0.8229 3.7382 0.2321  0.104
H 4.2847 -0.0545 -1.0186  0.131
H 2.7665 0.7967 -5.7924  0.116
H -0.7302 2.5643 -4.1994  0.108
H 1.0293 -1.2804 -1.5614  0.121
H 2.2424 -3.3763 -1.1679  0.097
H 1.8254 -5.0674 3.0870  0.083
H 0.6765 -6.1209 2.2322  0.096
H 2.4115 -6.5218 2.2278  0.082
H 2.1231 -5.5441 -1.0238  0.088
H 3.6536 -5.1305 -0.2154  0.094
H 2.8011 -6.6375 0.2149  0.081
H 0.3448 -3.6629 2.7474  0.093
H -0.6437 -1.4353 2.4017  0.126
H -2.3528 -1.7059 0.2419  0.117
H -4.7367 -1.4121 0.7095  0.093

Its SMILES is CN(C)c1ccc(C(=C[C@H](c2ccccc2)n2cnc3cncnc32)c2ccc(N(C)C)cc2)cc1. The HOMO-LUMO gap is 7.613 eV. The energy above the lowest of the compared OMol25 structures with the same formula, charge and spin is 0.0 kJ/mol.

=====

# 2
C7H11O4 | ωB97M-V with the def2-TZVPD basis set

Each line ends with the Löwdin charge.
Cartesian coordinates (Å):
C -1.3723 -1.6503 -0.0215  -0.404
C -0.2018 0.6455 0.7337  -0.075
C -0.5361 -0.6638 0.2363  -0.063
C 0.7801 -0.0929 -0.0712  -0.531
C 2.0115 -0.5241 0.7052  -0.057
C 1.1912 0.3128 -1.4620  -0.057
C -3.7331 1.1876 0.1132  -0.696
O -2.6843 -1.7272 0.3277  0.021
O -0.9133 -2.7393 -0.7654  0.033
O -3.8562 0.4655 1.0785  -0.062
O -2.8895 1.2772 -0.7583  -0.073
H -0.6434 1.4209 0.0971  0.102
H 0.0197 0.9544 1.7388  0.098
H 2.2753 0.3675 1.3944  0.094
H 2.9714 -0.4784 0.0376  0.087
H 1.8115 -1.4930 1.1604  0.073
H 1.9841 0.9788 -1.4972  0.030
H 0.2591 0.6760 -2.1614  0.141
H 1.4650 -0.6634 -1.9071  0.078
H -4.5112 2.1521 0.0869  0.116
H -2.9980 -0.7523 0.6051  0.074
H -1.7105 -3.1218 -1.1118  0.071

As for the total charge: -1. The multiplicity is 3. The HOMO-LUMO gap (alpha / beta) is 3.256 / 7.458 eV.

=====

# 3
C13H25IMgP2 | ωB97M-V with the def2-TZVPD basis set

Each line ends with the Löwdin charge.
Cartesian coordinates (Å):
C 2.1614 3.9225 0.2654  -0.321
C 0.3644 2.7328 -2.7118  -0.302
H 1.2559 4.2153 0.8689  -0.029
H 2.2186 4.5974 -0.6193  -0.040
H 3.0796 4.0402 0.7873  -0.069
H -0.7264 2.9210 -2.5432  -0.020
H 0.9227 3.7040 -2.4786  -0.048
H 0.7229 2.4761 -3.7387  -0.007
Mg 1.5793 2.5099 -1.0597  0.290
C 3.1156 0.9410 -1.5919  -0.315
H 3.0070 0.5889 -2.6353  -0.051
H 3.3331 0.0310 -1.0119  -0.087
H 4.0494 1.5315 -1.5678  -0.056
I 2.0353 0.9140 1.8608  0.798
C -0.9907 0.2503 -2.5743  -0.311
P -0.0060 -0.0954 -1.0695  0.884
C 0.8718 -1.5898 -1.6961  -0.255
C -1.3646 -1.0340 -0.1518  -0.353
C -2.3481 -1.7594 -0.8498  -0.073
C -3.3312 -2.4751 -0.1527  -0.065
C -3.3532 -2.4723 1.2289  -0.082
C -2.3775 -1.7775 1.9441  -0.105
C -1.3477 -1.0881 1.2708  -0.357
P 0.0566 -0.5400 2.3196  0.587
C -0.7433 0.1356 3.8004  -0.258
C 0.8399 -2.0954 2.8530  -0.262
H -0.4740 1.0033 -3.1798  -0.020
H -1.9478 0.6806 -2.2663  0.058
H -1.1099 -0.6343 -3.1988  0.032
H 0.9596 -2.3245 -0.8910  0.034
H 0.2994 -2.0244 -2.5178  0.037
H 1.8689 -1.3020 -2.0355  0.014
H -2.3609 -1.7839 -1.9401  0.100
H -4.0799 -3.0388 -0.7210  0.115
H -4.1254 -3.0259 1.7833  0.116
H -2.3995 -1.7815 3.0328  0.098
H -0.8677 -0.6417 4.5682  0.062
H -0.0962 0.9292 4.1872  0.031
H -1.7246 0.5723 3.5626  0.068
H 0.1150 -2.7691 3.3309  0.061
H 1.2789 -2.5975 1.9821  0.057
H 1.6393 -1.8465 3.5562  0.044

The HOMO-LUMO gap is 4.256 eV. The energy above the lowest of the compared OMol25 structures with the same formula, charge and spin is 553.6 kJ/mol.

=====

# 4
C9H11O3 | ωB97M-V with the def2-TZVPD basis set

Each line ends with the Löwdin charge.
Cartesian coordinates (Å):
C -2.5874 1.3719 -3.3036  -0.056
C -2.3357 -0.0318 -2.7834  -0.857
O -3.0936 -0.8959 -3.0372  -0.009
O -1.3090 -0.2979 -2.0904  -0.105
H -1.6290 1.9601 -3.4364  0.067
H -3.4312 1.8238 -2.7561  0.063
H -2.7990 1.2672 -4.4355  0.080
C 1.9484 1.2977 3.1323  -0.073
C 0.4494 -1.5036 0.1231  -0.369
C -0.3426 -0.9941 1.1533  -0.005
C 1.7877 -1.3043 0.2635  -0.041
C 0.1142 -0.0830 2.0978  -0.045
C 2.3248 -0.3421 1.1376  -0.042
C 1.4816 0.2774 2.1161  -0.289
O -0.0348 -2.3974 -0.7759  -0.012
H -0.6457 -1.8629 -1.4216  0.112
H -1.3177 -1.3077 0.9952  0.097
H 2.4212 -1.8750 -0.3918  0.106
H -0.5352 0.5027 2.6315  0.074
H 3.3296 -0.0446 0.8440  0.095
H 2.9132 1.4097 2.7528  0.031
H 1.9591 0.8290 4.1732  0.099
H 1.3317 2.2008 3.0114  0.079

As for the total charge: -1. The HOMO-LUMO gap is 7.435 eV. The energy above the lowest of the compared OMol25 structures with the same formula, charge and spin is 180.0 kJ/mol.